Below is a single C3H7NOS molecule in a non-equilibrium geometry, with properties calculated with ωB97M-V with the def2-TZVPD basis set.

The calculation puts the energy above the lowest of the compared OMol25 structures with the same formula, charge and spin at 268.5 kJ/mol. The frontier orbital gap is 10.40 eV. The calculation puts the electronic energy at -17595.1461 eV. The calculation puts the max |F| at 3.1 eV Å⁻¹. Its structure (SMILES) is C=C[C@H](O)NS. The value obtained for the LUMO energy is 0.027 hartree.

```
! wB97M-V def2-TZVPD RIJCOSX def2/J DEFGRID3
* xyz 0 1
H -0.66 -0.68 -1.66
O 1.14 0.49 1.53
S -1.49 0.22 2.30
C 0.41 -0.65 -1.78
H -0.56 -1.27 0.73
H -2.81 0.66 1.87
H 2.10 0.31 -0.80
H 0.75 -0.68 -2.77
N -0.92 -0.34 0.80
C 0.32 0.48 0.42
H 0.63 0.96 2.22
H 0.10 1.51 0.10
C 1.00 0.02 -0.80
*
```


Below is a single C3H7NOS molecule in a non-equilibrium geometry, with properties calculated with ωB97M-V with the def2-TZVPD basis set.

The calculation puts the energy above the lowest of the compared OMol25 structures with the same formula, charge and spin at 261.6 kJ/mol. The frontier orbital gap is 9.77 eV. The calculation puts the electronic energy at -17595.2183 eV. The calculation puts the max |F| at 2.7 eV Å⁻¹. Its structure (SMILES) is C=NSCOC. The value obtained for the LUMO energy is 0.034 hartree.

```
! wB97M-V def2-TZVPD RIJCOSX def2/J DEFGRID3
* xyz 0 1
H 3.63 0.17 -1.01
N 1.94 0.28 0.31
C -0.45 -0.97 0.28
C -2.33 0.42 -0.18
H 3.50 1.60 0.23
H -0.97 -1.89 -0.02
S 1.21 -1.13 -0.27
H -2.61 0.24 0.90
O -0.99 0.23 -0.33
C 3.04 0.69 -0.15
H -0.59 -0.89 1.39
H -2.88 -0.21 -0.84
H -2.50 1.45 -0.32
*
```


Below is a single C3H7NOS molecule in a non-equilibrium geometry, with properties calculated with ωB97M-V with the def2-TZVPD basis set.

The calculation puts the energy above the lowest of the compared OMol25 structures with the same formula, charge and spin at 220.1 kJ/mol. The frontier orbital gap is 9.35 eV. The calculation puts the electronic energy at -17595.6481 eV. The calculation puts the max |F| at 5.5 eV Å⁻¹. Its structure (SMILES) is CNC(=S)OC. The value obtained for the LUMO energy is 0.029 hartree.

```
! wB97M-V def2-TZVPD RIJCOSX def2/J DEFGRID3
* xyz 0 1
H 2.93 0.37 0.79
H -3.33 0.69 -0.44
H 3.02 -0.16 -0.94
N 1.04 0.36 -0.15
C -2.60 -0.02 -0.14
C 2.30 -0.26 0.05
H -2.22 -0.76 -0.79
O -1.34 0.64 0.11
H -2.83 -0.52 0.73
C -0.10 -0.24 0.03
S -0.38 -1.88 0.08
H 1.00 1.34 -0.35
H 2.27 -1.33 0.29
*
```


Copy entry 1 word for word.
Below is a single C3H7NOS molecule in a non-equilibrium geometry, with properties calculated with ωB97M-V with the def2-TZVPD basis set.

The calculation puts the energy above the lowest of the compared OMol25 structures with the same formula, charge and spin at 268.5 kJ/mol. The frontier orbital gap is 10.40 eV. The calculation puts the electronic energy at -17595.1461 eV. The calculation puts the max |F| at 3.1 eV Å⁻¹. Its structure (SMILES) is C=C[C@H](O)NS. The value obtained for the LUMO energy is 0.027 hartree.

```
! wB97M-V def2-TZVPD RIJCOSX def2/J DEFGRID3
* xyz 0 1
H -0.66 -0.68 -1.66
O 1.14 0.49 1.53
S -1.49 0.22 2.30
C 0.41 -0.65 -1.78
H -0.56 -1.27 0.73
H -2.81 0.66 1.87
H 2.10 0.31 -0.80
H 0.75 -0.68 -2.77
N -0.92 -0.34 0.80
C 0.32 0.48 0.42
H 0.63 0.96 2.22
H 0.10 1.51 0.10
C 1.00 0.02 -0.80
*
```


Question: Number 2 is which compound?
Answer: C3H7NOS


Question: Among the records above, which one has the highest electronic energy?
Answer: number 1